1.
{
  "formula": "C18H42N6O9Sr",
  "method": "ωB97M-V/def2-TZVPD",
  "e_homo_ev": [0.18, -3.20],
  "spin_multiplicity": 2,
  "s2": 0.75,
  "charge": -1,
  "species": ["Sr", "O", "C", "C", "O", "H", "H", "H", "H", "C", "N", "O", "O", "H", "H", "H", "C", "O", "N", "C", "C", "H", "H", "H", "H", "H", "H", "H", "C", "O", "N", "C", "C", "H", "H", "H", "H", "H", "H", "H", "C", "O", "N", "C", "C", "H", "H", "H", "H", "H", "H", "H", "C", "O", "N", "C", "C", "H", "H", "H", "H", "H", "H", "H", "C", "O", "N", "C", "C", "H", "H", "H", "H", "H", "H", "H"],
  "xyz": [[-4.05, 22.07, -26.63], [-4.35, 24.11, -28.13], [-4.41, 23.63, -29.45], [-4.78, 22.13, -29.74], [-4.40, 21.10, -28.95], [-3.44, 23.82, -29.91], [-5.04, 24.24, -30.09], [-4.45, 21.95, -30.76], [-5.87, 22.13, -29.71], [-1.89, 22.32, -23.49], [-1.17, 21.01, -23.25], [-1.62, 20.30, -22.35], [-0.28, 20.64, -23.98], [-2.69, 22.23, -24.23], [-1.10, 22.94, -23.91], [-2.21, 22.65, -22.50], [-7.03, 20.05, -27.01], [-6.53, 20.72, -26.11], [-8.30, 19.55, -27.00], [-8.85, 18.73, -28.08], [-9.23, 20.01, -26.03], [-6.40, 19.72, -27.86], [-9.31, 19.30, -28.88], [-9.73, 18.17, -27.78], [-8.14, 17.99, -28.44], [-9.92, 19.22, -25.73], [-8.78, 20.58, -25.21], [-9.78, 20.79, -26.54], [-1.85, 19.45, -27.77], [-2.08, 20.22, -26.84], [-0.75, 18.70, -27.92], [-0.43, 17.87, -29.06], [0.20, 18.55, -26.76], [-2.41, 19.38, -28.71], [-1.07, 16.99, -29.04], [0.62, 17.62, -29.22], [-0.71, 18.37, -29.99], [0.30, 17.47, -26.64], [1.23, 18.81, -26.98], [-0.14, 19.05, -25.85], [-1.30, 24.00, -27.01], [-1.85, 23.14, -26.30], [0.02, 24.16, -27.13], [0.51, 25.31, -27.84], [0.97, 23.35, -26.38], [-1.89, 24.82, -27.44], [1.00, 26.06, -27.22], [-0.24, 25.85, -28.42], [1.31, 24.99, -28.50], [0.57, 23.10, -25.39], [1.20, 22.39, -26.83], [1.93, 23.84, -26.23], [-5.44, 24.43, -24.45], [-4.91, 23.33, -24.72], [-6.80, 24.49, -24.48], [-7.34, 25.88, -24.28], [-7.63, 23.31, -24.37], [-4.95, 25.41, -24.29], [-6.61, 26.69, -24.33], [-7.82, 25.99, -23.31], [-8.11, 26.07, -25.03], [-8.45, 23.28, -25.09], [-7.05, 22.42, -24.59], [-8.04, 23.01, -23.41], [-4.54, 19.36, -24.00], [-4.08, 20.31, -24.60], [-4.42, 18.09, -24.37], [-5.25, 17.03, -23.80], [-3.47, 17.49, -25.30], [-5.17, 19.49, -23.10], [-6.28, 17.10, -24.14], [-5.46, 17.13, -22.73], [-4.80, 16.04, -23.88], [-3.24, 16.51, -24.89], [-3.99, 17.42, -26.25], [-2.58, 18.10, -25.38]],
  "lowdin_charge": [1.494, -0.476, -0.442, -0.486, -0.443, 0.061, 0.068, 0.075, 0.065, -0.022, -0.615, -0.198, -0.163, 0.010, 0.047, 0.069, -0.267, -0.044, -0.186, -0.058, -0.060, 0.140, 0.087, 0.076, 0.092, 0.087, 0.078, 0.093, -0.327, -0.058, -0.169, -0.073, -0.022, 0.131, 0.082, 0.085, 0.081, 0.073, 0.077, 0.065, -0.281, -0.133, -0.165, -0.076, -0.022, 0.137, 0.081, 0.090, 0.083, 0.074, 0.092, 0.082, -0.229, -0.146, -0.147, -0.042, -0.057, 0.147, 0.078, 0.074, 0.081, 0.088, 0.060, 0.089, -0.316, -0.056, -0.155, -0.069, -0.027, 0.148, 0.078, 0.078, 0.077, 0.076, 0.096, 0.087]
}


2.
{
  "formula": "C18H43AlO6P",
  "method": "ωB97M-V/def2-TZVPD",
  "e_homo_ev": -4.26,
  "charge": -1,
  "species": ["C", "C", "C", "O", "Al", "C", "C", "C", "C", "C", "C", "C", "C", "O", "C", "H", "H", "H", "H", "H", "H", "H", "H", "H", "H", "H", "H", "H", "H", "H", "H", "H", "H", "H", "H", "H", "H", "H", "H", "H", "H", "H", "H", "O", "P", "O", "C", "C", "O", "C", "C", "O", "C", "C", "H", "H", "H", "H", "H", "H", "H", "H", "H", "H", "H", "H", "H", "H", "H"],
  "xyz": [[-7.35, -2.00, -3.89], [-5.99, -2.44, -4.47], [-4.83, -2.01, -3.56], [-3.83, -2.97, -3.49], [-2.11, -2.47, -3.59], [-1.23, -2.58, -1.77], [-1.86, -1.67, -0.69], [-1.00, -0.45, -0.34], [-1.26, 0.76, -1.25], [-0.20, 1.85, -1.02], [-0.39, 3.10, -1.89], [0.93, 3.74, -2.34], [0.92, 4.19, -3.80], [1.00, 3.07, -4.66], [2.06, 3.04, -5.59], [-7.40, -0.91, -3.80], [-7.48, -2.43, -2.89], [-8.18, -2.31, -4.52], [-6.00, -3.52, -4.58], [-5.91, -1.97, -5.46], [-5.26, -1.84, -2.55], [-4.46, -1.03, -3.92], [-1.96, -0.98, -4.25], [-1.34, -3.52, -4.58], [-0.17, -2.35, -1.91], [-1.31, -3.62, -1.46], [-1.93, -2.26, 0.23], [-2.88, -1.37, -0.93], [0.07, -0.67, -0.41], [-1.21, -0.13, 0.69], [-2.25, 1.16, -1.03], [-1.24, 0.44, -2.30], [-0.26, 2.11, 0.05], [0.77, 1.39, -1.20], [-1.04, 2.89, -2.74], [-0.89, 3.85, -1.26], [1.75, 3.02, -2.26], [1.21, 4.59, -1.72], [1.75, 4.88, -3.96], [0.00, 4.74, -4.01], [1.65, 2.91, -6.59], [2.72, 2.19, -5.38], [2.64, 3.97, -5.58], [3.94, 0.60, 4.62], [2.80, -0.31, 4.49], [1.67, 0.13, 3.50], [1.98, 0.39, 2.11], [2.30, -0.87, 1.33], [1.93, -0.31, 5.84], [2.30, 0.50, 6.96], [1.60, 1.85, 6.92], [2.92, -1.87, 4.27], [4.16, -2.55, 4.56], [4.55, -2.45, 6.02], [2.82, 1.09, 2.06], [1.11, 0.87, 1.69], [3.23, -1.32, 1.66], [2.39, -0.65, 0.27], [1.51, -1.62, 1.47], [3.38, 0.63, 7.00], [2.01, -0.05, 7.85], [1.70, 2.31, 5.93], [2.03, 2.53, 7.66], [0.54, 1.74, 7.12], [4.95, -2.15, 3.92], [4.00, -3.59, 4.27], [4.78, -1.42, 6.30], [5.43, -3.07, 6.22], [3.73, -2.79, 6.66]],
  "lowdin_charge": [-0.144, -0.242, -0.378, -0.304, 0.165, -0.292, -0.292, -0.244, -0.216, -0.220, -0.192, -0.182, -0.253, -0.178, -0.113, 0.064, 0.063, 0.055, 0.101, 0.098, 0.100, 0.081, -0.079, -0.109, 0.030, 0.030, 0.087, 0.090, 0.079, 0.105, 0.117, 0.089, 0.101, 0.103, 0.113, 0.104, 0.108, 0.107, 0.106, 0.120, 0.082, 0.084, 0.076, -0.221, 0.373, -0.163, -0.242, -0.076, -0.184, -0.292, -0.072, -0.173, -0.250, -0.078, 0.116, 0.100, 0.066, 0.078, 0.088, 0.100, 0.115, 0.078, 0.075, 0.076, 0.118, 0.119, 0.066, 0.078, 0.085]
}


3.
{
  "formula": "C18H43F6InNO6S2Si2",
  "method": "ωB97M-V/def2-TZVPD",
  "e_homo_ev": -11.95,
  "charge": 1,
  "species": ["O", "O", "C", "C", "H", "H", "H", "H", "H", "C", "C", "H", "H", "H", "H", "H", "C", "C", "C", "H", "H", "H", "H", "H", "C", "H", "H", "H", "H", "H", "H", "In", "C", "Si", "H", "H", "C", "C", "C", "C", "Si", "H", "H", "C", "C", "C", "H", "H", "H", "H", "H", "H", "H", "H", "H", "H", "H", "H", "H", "H", "H", "H", "H", "H", "F", "C", "F", "F", "S", "O", "O", "N", "S", "O", "O", "C", "F", "F", "F"],
  "xyz": [[-1.48, -0.20, 1.22], [-0.84, 3.74, -1.06], [-2.57, -0.59, 0.34], [-3.56, -1.58, 0.94], [-2.08, -1.01, -0.55], [-3.10, 0.34, 0.03], [-3.08, -2.38, 1.51], [-4.08, -2.04, 0.09], [-4.31, -1.08, 1.56], [-1.94, 0.36, 2.47], [-2.61, 1.70, 2.28], [-1.05, 0.43, 3.13], [-2.62, -0.37, 2.92], [-2.03, 2.36, 1.62], [-2.73, 2.19, 3.25], [-3.62, 1.58, 1.86], [0.14, 4.75, -0.75], [-2.04, 4.24, -1.65], [0.19, 5.08, 0.73], [-0.07, 5.67, -1.32], [1.11, 4.33, -1.07], [-0.76, 5.52, 1.07], [0.98, 5.81, 0.90], [0.40, 4.19, 1.34], [-2.80, 5.24, -0.80], [-2.65, 3.35, -1.83], [-1.80, 4.71, -2.63], [-2.97, 4.89, 0.23], [-3.79, 5.40, -1.26], [-2.29, 6.21, -0.77], [0.15, 1.77, -1.34], [0.52, -1.76, 0.97], [1.03, 1.36, -1.89], [1.12, 1.63, -3.78], [1.90, 1.89, -1.46], [1.12, 0.29, -1.63], [-0.57, 1.28, -4.53], [2.40, 0.49, -4.59], [1.61, 3.38, -4.31], [-0.03, -3.09, -0.60], [1.15, -4.54, -0.59], [0.06, -2.49, -1.53], [-1.08, -3.42, -0.48], [2.28, -4.33, -2.08], [0.16, -6.14, -0.73], [2.25, -4.75, 0.92], [1.55, 3.48, -5.41], [2.64, 3.64, -4.02], [0.94, 4.14, -3.88], [-0.80, 0.21, -4.45], [-0.60, 1.57, -5.59], [-1.34, 1.86, -3.98], [2.35, -0.53, -4.18], [3.42, 0.86, -4.45], [2.23, 0.42, -5.68], [-0.76, -6.00, -1.30], [-0.10, -6.54, 0.26], [0.75, -6.92, -1.24], [1.65, -4.96, 1.82], [2.89, -3.89, 1.16], [2.91, -5.61, 0.72], [2.77, -5.29, -2.33], [3.07, -3.59, -1.88], [1.71, -4.01, -2.96], [4.04, 0.77, 3.72], [2.89, 0.17, 4.10], [3.05, -0.39, 5.32], [1.91, 1.10, 4.18], [2.42, -1.19, 2.86], [2.15, -0.45, 1.58], [3.36, -2.27, 2.81], [0.87, -1.60, 3.21], [0.66, -2.96, 4.12], [0.20, -3.96, 3.20], [1.68, -3.23, 5.11], [-0.85, -2.41, 5.09], [-1.11, -3.28, 6.08], [-0.67, -1.19, 5.61], [-1.92, -2.39, 4.24]],
  "lowdin_charge": [-0.265, -0.223, -0.239, -0.057, 0.105, 0.129, 0.085, 0.093, 0.087, -0.240, -0.046, 0.115, 0.103, 0.084, 0.094, 0.084, -0.268, -0.268, -0.074, 0.124, 0.108, 0.067, 0.080, 0.073, -0.083, 0.113, 0.121, 0.075, 0.081, 0.077, 0.026, 1.114, -0.176, 0.482, 0.032, -0.005, -0.190, -0.189, -0.184, -0.283, 0.411, 0.024, 0.033, -0.172, -0.165, -0.180, 0.039, 0.032, 0.018, 0.026, 0.037, 0.020, 0.015, 0.032, 0.037, 0.035, 0.041, 0.043, 0.019, 0.015, 0.063, 0.044, 0.039, 0.037, 0.163, -0.573, 0.162, 0.151, 0.693, -0.331, -0.211, -0.329, 0.662, -0.284, -0.218, -0.587, 0.156, 0.138, 0.109]
}


Number 1: total energy -47547.7263 eV. Number 2: total energy -47538.2731 eV. Number 3: total energy -92036.1321 eV.